# 1
C30H62ClN8O6 | ωB97M-V/def2-TZVPD

Last column: Mulliken charge in e.
CARTESIAN COORDINATES (ANGSTROEM)
1 C 7.149490 -0.598748 2.366616  -1.498
2 C 5.615300 -0.650887 2.106815  -0.428
3 C 5.140488 -1.867128 1.277942  0.507
4 Cl 6.315741 -3.225221 1.382779  -0.094
5 C 3.797474 -2.431165 1.734831  0.062
6 C 3.356255 -3.672959 1.339485  -0.825
7 C 2.134523 -4.178401 1.764035  -0.816
8 C 1.334377 -3.386235 2.579469  -0.463
9 C 1.773153 -2.138028 2.938382  0.452
10 C 0.982937 -1.180089 3.773885  -1.381
11 C -0.018440 -0.381309 2.913862  -0.769
12 C 0.572138 0.185568 1.612755  0.812
13 C 1.411312 1.455260 1.793348  -1.104
14 N 2.588353 1.261876 2.679200  -0.415
15 N 2.976016 -1.720810 2.519527  0.572
16 H 7.374298 -1.310828 3.164900  0.386
17 H 7.384064 0.387923 2.773824  0.432
18 H 7.717053 -0.822700 1.465262  0.374
19 H 5.354024 0.300617 1.630000  0.221
20 H 5.149220 -0.621016 3.101140  0.257
21 H 5.004969 -1.543841 0.242584  0.527
22 H 3.958424 -4.288296 0.682808  0.545
23 H 1.807139 -5.161712 1.446838  0.512
24 H 0.374441 -3.746975 2.931101  0.538
25 H 0.404697 -1.796294 4.474313  0.497
26 H 1.623671 -0.552428 4.397800  0.388
27 H -0.837958 -1.047444 2.633465  0.451
28 H -0.451006 0.442976 3.488203  0.438
29 H -0.283344 0.459225 0.980167  -0.225
30 H 1.142143 -0.545989 1.023378  -0.128
31 H 1.798359 1.729202 0.805805  0.464
32 H 0.736651 2.253018 2.126969  0.326
33 H 3.389197 1.703809 2.241791  0.242
34 H 2.475558 1.725192 3.573783  0.206
35 H 3.275170 -0.781548 2.814666  -0.033
36 C -2.992940 1.860452 0.700383  -0.923
37 C -3.316011 1.113813 1.968826  0.651
38 O -2.937093 -0.038218 2.155597  -0.696
39 N -4.047114 1.753061 2.918966  -0.145
40 C -4.579471 3.102269 2.877964  -0.820
41 H -2.402819 1.222952 0.047611  0.041
42 H -3.909394 2.136351 0.176881  0.558
43 H -2.411783 2.757508 0.927258  0.367
44 H -4.224596 1.191872 3.737591  0.262
45 H -4.174856 3.676275 3.713525  0.281
46 H -5.665675 3.064863 2.973924  0.290
47 H -4.323609 3.600431 1.949199  0.304
48 C -1.665056 2.007296 -3.993298  -1.515
49 C -2.154384 1.056083 -2.935162  0.761
50 O -1.837094 1.173027 -1.751656  -0.748
51 N -2.965951 0.049979 -3.323627  0.031
52 C -3.448240 -0.255059 -4.663392  -0.723
53 H -1.031411 2.756889 -3.528811  0.186
54 H -1.078321 1.477435 -4.746656  0.500
55 H -2.507564 2.511240 -4.464323  0.364
56 H -3.260198 -0.545421 -2.564680  0.238
57 H -4.537422 -0.222210 -4.659172  0.094
58 H -3.125456 -1.261450 -4.935090  0.306
59 H -3.068230 0.450413 -5.394741  0.369
60 C -3.915214 6.511594 -3.480885  -1.519
61 C -3.141645 5.356625 -2.893327  0.895
62 O -3.586308 4.219356 -2.868721  -0.580
63 N -1.910145 5.619514 -2.380930  -0.071
64 C -1.216505 6.893325 -2.320320  -0.938
65 H -4.870567 6.146444 -3.845958  0.271
66 H -4.100657 7.272678 -2.721947  0.404
67 H -3.368951 6.951791 -4.316062  0.401
68 H -1.451756 4.803634 -2.004593  0.180
69 H -0.273123 6.817268 -2.863398  0.299
70 H -1.001413 7.138411 -1.278870  0.298
71 H -1.809949 7.690221 -2.754705  0.357
72 C 8.966082 -4.477938 6.366607  -1.434
73 C 8.163003 -3.847910 5.256999  0.945
74 O 8.569959 -2.888767 4.619327  -0.621
75 N 6.944097 -4.382958 4.974626  -0.031
76 C 6.283982 -5.508209 5.610497  -0.918
77 H 9.905259 -3.942929 6.469499  0.317
78 H 8.424963 -4.416378 7.311673  0.359
79 H 9.183747 -5.521359 6.135254  0.376
80 H 6.472251 -3.907950 4.221575  0.046
81 H 6.086175 -6.279969 4.864313  0.291
82 H 5.332060 -5.178759 6.031591  0.268
83 H 6.892403 -5.930747 6.402323  0.376
84 C -7.961805 0.807999 -2.865317  -1.336
85 C -7.373874 0.549187 -4.230327  0.855
86 O -6.685087 -0.434617 -4.465396  -0.721
87 N -7.633622 1.453579 -5.207475  -0.148
88 C -8.420500 2.669725 -5.118007  -0.843
89 H -7.668290 0.003944 -2.196784  0.297
90 H -7.588124 1.750489 -2.462551  0.351
91 H -9.050806 0.836349 -2.917928  0.386
92 H -7.212115 1.219481 -6.092761  0.226
93 H -9.247500 2.617263 -5.827696  0.298
94 H -7.792867 3.524612 -5.374626  0.278
95 H -8.820089 2.812056 -4.120044  0.327
96 C 1.348065 -4.243880 -3.867693  -1.231
97 C 0.875055 -2.904373 -4.381999  0.856
98 O 0.995558 -2.579759 -5.549202  -0.641
99 N 0.299320 -2.054701 -3.485726  -0.003
100 C 0.070521 -2.259189 -2.069427  -0.837
101 H 1.780251 -4.804220 -4.691230  0.302
102 H 2.111409 -4.109956 -3.099077  0.289
103 H 0.511539 -4.813622 -3.460253  0.343
104 H 0.005710 -1.180752 -3.894083  0.037
105 H -0.999561 -2.180949 -1.870142  0.211
106 H 0.592743 -1.477931 -1.512011  0.337
107 H 0.425152 -3.232156 -1.743671  0.338

Forces on the atoms, in the same order (eV/Å):
-0.93 -0.12 0.51
0.86 0.37 0.33
-0.43 0.49 0.86
-0.15 0.19 -0.31
0.05 -0.30 -0.33
-0.07 -0.83 -0.52
-0.05 0.64 0.14
-0.21 -0.70 -0.23
-0.10 0.65 0.66
-0.57 -0.40 0.54
0.44 -0.18 -0.65
-0.32 0.53 0.00
-0.07 -0.44 -0.32
0.16 0.00 -0.14
0.71 0.16 -0.04
0.36 -0.06 -0.35
0.12 -0.04 -0.31
0.11 0.16 0.15
-0.32 -0.37 -0.26
0.02 -0.18 -0.17
0.35 -0.40 -0.06
0.14 0.20 0.12
0.05 0.07 0.05
0.08 0.15 0.00
0.07 0.16 -0.04
0.10 -0.03 -0.33
0.00 0.16 0.16
-0.01 -0.21 0.07
0.16 -0.06 0.03
-0.11 -0.07 0.25
-0.18 0.15 0.14
0.31 0.02 0.10
-0.02 0.07 0.16
-0.10 -0.02 -0.04
-0.43 0.22 -0.19
0.06 -0.22 0.40
-0.06 0.00 -0.01
0.03 0.03 0.05
0.19 -0.03 -0.19
-0.07 -0.28 0.34
-0.26 0.12 0.27
0.08 0.15 -0.05
-0.14 0.11 -0.07
-0.06 0.03 0.00
-0.06 0.14 -0.08
-0.01 0.16 -0.06
0.03 -0.07 -0.02
0.12 0.03 -0.04
-0.12 -0.07 0.16
0.48 -0.09 -0.59
0.33 0.18 -0.09
-0.22 -0.22 0.32
-0.04 -0.04 0.07
-0.09 0.02 -0.08
0.04 -0.02 -0.07
-0.11 0.01 -0.04
0.05 -0.05 -0.19
-0.01 0.05 -0.17
0.08 0.03 0.08
-0.04 -0.03 -0.02
0.02 -0.16 0.06
-0.13 0.02 -0.04
-0.18 0.14 -0.11
0.18 -0.41 0.16
0.04 -0.09 0.04
0.06 0.08 -0.08
-0.01 0.11 0.06
0.00 0.01 0.02
0.00 0.18 -0.01
0.02 0.17 -0.05
-0.04 -0.04 -0.01
0.05 0.03 -0.02
0.04 0.15 -0.12
-0.03 0.02 0.03
0.15 -0.05 0.23
-0.19 0.26 -0.39
-0.04 0.05 -0.08
0.01 -0.13 0.00
-0.06 -0.03 0.11
-0.02 -0.08 -0.05
-0.01 -0.12 0.14
0.01 -0.15 0.12
0.04 0.04 -0.01
0.02 -0.05 0.05
0.07 -0.08 -0.12
-0.05 0.03 0.10
-0.03 -0.05 0.28
0.20 -0.14 -0.40
0.04 -0.04 -0.09
-0.11 0.04 0.00
0.01 0.11 0.05
-0.04 0.02 -0.02
-0.08 0.12 0.09
-0.11 0.10 0.08
0.03 -0.05 0.01
0.01 -0.04 -0.02
-0.02 0.13 -0.18
0.03 -0.05 0.03
0.16 -0.26 0.00
-0.14 0.43 -0.31
-0.03 0.09 -0.05
-0.07 -0.07 0.07
0.06 -0.01 0.10
-0.05 0.00 0.05
0.05 -0.04 0.25
-0.09 -0.09 0.20
0.01 -0.02 -0.09

Properties
* total charge: +1
* E_HOMO: -10.79 eV
* E_LUMO: -3.3 eV
* gap between HOMO and LUMO: 7.474 eV
* E_tot: -2529.87069 Eh


# 2
C30H62N3O3 | ωB97M-V/def2-TZVPD

Last column: Mulliken charge in e.
CARTESIAN COORDINATES (ANGSTROEM)
1 C -4.259442 -4.423805 3.498671  0.048
2 C -5.023442 -4.420606 2.556785  -0.328
3 C -5.856088 -4.224160 1.266901  -0.948
4 C -5.186370 -3.194717 0.229989  -0.588
5 C -3.897410 -3.857871 -0.375909  -0.523
6 N -2.552577 -3.307135 -0.033810  0.379
7 C -2.454246 -2.336216 1.094211  -0.689
8 C -2.642997 -0.802418 0.691598  -0.501
9 C -3.177961 -0.538405 -0.783387  1.054
10 C -2.999992 0.952956 -1.313393  -1.650
11 C -1.613522 1.649326 -0.950537  -0.737
12 C -1.911927 2.856930 0.046740  0.372
13 C -2.684728 2.445386 1.369582  -1.115
14 C -0.499227 3.463202 0.524691  -0.442
15 C -0.753413 4.738448 1.457201  -0.128
16 C 0.436111 5.752237 1.151131  -0.963
17 C 1.168674 6.409736 2.158527  0.427
18 C 0.506671 7.493785 3.101990  -1.137
19 C 2.723387 6.040701 2.284195  -0.890
20 C -2.597479 -1.522713 -1.903358  -1.440
21 C -1.799661 -2.680010 -1.196471  -0.533
22 C -1.326704 -3.826081 -2.218957  -0.614
23 C 0.025740 -4.489660 -1.716376  -0.591
24 O 1.110010 -3.975685 -2.513143  -0.425
25 H -3.489950 -4.273446 4.293098  0.369
26 H -6.839230 -3.737648 1.566679  0.381
27 H -6.097093 -5.209931 0.776240  0.376
28 H -5.952876 -3.131298 -0.610781  0.359
29 H -5.104575 -2.154415 0.637417  0.328
30 H -3.906770 -4.959518 -0.094115  0.435
31 H -4.001260 -3.860077 -1.507432  0.342
32 H -1.954823 -4.111736 0.229469  0.519
33 H -1.406694 -2.447322 1.525131  0.418
34 H -3.147359 -2.542663 1.961154  -0.027
35 H -3.421610 -0.362297 1.393555  0.401
36 H -1.680657 -0.273094 0.946276  0.030
37 H -4.301263 -0.726168 -0.753607  0.182
38 H -3.040575 0.891438 -2.449498  0.585
39 H -3.848029 1.633240 -1.009911  0.594
40 H -0.820507 0.953591 -0.555470  0.324
41 H -1.183491 2.120203 -1.891464  0.448
42 H -2.507580 3.674532 -0.457175  0.215
43 H -3.578075 1.778121 1.213284  0.373
44 H -3.094296 3.409080 1.816508  0.409
45 H -2.018978 1.985214 2.166163  0.078
46 H 0.133784 2.678695 1.035576  -0.192
47 H 0.034432 3.756288 -0.427167  0.350
48 H -0.777588 4.394065 2.526009  0.214
49 H -1.717197 5.214684 1.102062  0.565
50 H 0.731308 5.917745 0.073100  0.293
51 H -0.541620 7.769645 2.770443  0.316
52 H 1.116786 8.448337 3.019067  0.353
53 H 0.502009 7.189603 4.193874  0.254
54 H 3.078483 6.176639 3.344334  0.319
55 H 3.265942 6.694268 1.540157  0.325
56 H 2.794243 4.957460 1.979721  0.163
57 H -3.456045 -1.968267 -2.491130  0.063
58 H -1.927000 -0.993415 -2.651253  0.657
59 H -0.827058 -2.256526 -0.783648  0.432
60 H -1.193610 -3.413677 -3.268450  0.503
61 H -2.122350 -4.635965 -2.308251  0.270
62 H 0.198983 -4.168370 -0.643556  0.344
63 H -0.038413 -5.619600 -1.718952  0.304
64 H 1.901526 -4.111225 -1.947023  0.278
65 C 2.133643 0.308784 5.160967  -1.442
66 C 1.448811 1.620864 4.788635  0.213
67 C 1.826131 2.135996 3.386562  0.127
68 O 3.110242 2.736416 3.305713  -0.284
69 C 4.182977 1.818350 3.171876  -0.796
70 N 1.735331 2.617071 5.826517  -0.712
71 H 3.180263 0.445568 5.435752  0.295
72 H 1.637532 -0.145761 6.021797  0.373
73 H 2.087266 -0.406955 4.335075  0.306
74 H 0.369245 1.431692 4.786249  0.387
75 H 1.118217 2.927729 3.118063  -0.458
76 H 1.717041 1.351601 2.625357  0.471
77 H 3.904549 0.943120 2.578037  0.334
78 H 4.544434 1.511693 4.155181  0.241
79 H 5.003549 2.332319 2.667484  0.278
80 H 1.199101 3.459698 5.628226  0.274
81 H 2.702931 2.913868 5.703146  0.343
82 C 3.555008 -1.620021 -6.838527  -1.479
83 C 3.346568 -1.900758 -5.353132  0.470
84 C 4.660088 -1.986575 -4.552559  -0.671
85 O 5.374609 -3.202742 -4.723914  -0.394
86 C 6.175044 -3.256864 -5.894109  -0.653
87 N 2.543840 -3.121539 -5.207806  -0.617
88 H 3.893557 -2.499671 -7.387642  0.279
89 H 2.616541 -1.301741 -7.298658  0.370
90 H 4.285512 -0.820788 -6.988617  0.357
91 H 2.770492 -1.062907 -4.944792  0.382
92 H 4.407489 -1.945554 -3.487345  0.299
93 H 5.309552 -1.124838 -4.749659  0.442
94 H 6.603811 -2.282993 -6.144902  0.307
95 H 5.594088 -3.644132 -6.733278  0.232
96 H 6.991771 -3.957442 -5.710035  0.257
97 H 2.324087 -3.252472 -4.222034  0.140
98 H 3.152354 -3.910434 -5.424934  0.335

Forces on the atoms, in the same order (eV/Å):
0.52 0.50 -0.01
-0.04 0.46 -1.16
-0.18 0.97 1.19
-0.92 -1.24 -0.11
-1.52 -1.01 -1.25
1.06 0.17 0.09
0.46 1.62 2.10
-0.46 0.03 0.08
-0.59 0.36 -0.63
0.59 -0.16 -0.65
-0.99 1.14 -0.26
1.54 -0.79 1.36
-0.41 0.73 0.19
-1.10 0.45 -0.73
0.36 1.22 -1.76
0.12 0.34 1.49
-0.28 -0.33 -0.53
0.09 -1.06 0.53
-1.30 1.00 -1.18
-0.18 -0.55 1.09
1.42 0.06 -2.64
-0.20 -0.36 0.38
-0.70 0.28 0.11
-0.03 -0.62 1.49
-1.37 -0.52 -1.03
1.09 -0.83 -0.26
0.39 1.06 0.48
1.07 0.04 0.95
0.24 -1.13 -0.18
0.16 1.45 -0.16
0.36 0.15 1.44
-0.54 0.47 -0.05
-1.26 -0.02 -0.71
0.58 -0.42 -1.35
1.03 -0.60 -0.82
-1.03 -0.49 -0.61
1.38 0.21 0.00
-0.22 0.01 1.38
0.90 -0.86 -0.16
-0.90 0.61 -0.23
-0.44 -0.65 1.09
0.69 -0.99 0.28
0.91 0.66 0.03
0.49 -1.26 -0.40
-0.62 0.41 -1.08
-0.78 0.77 -0.47
-0.35 -0.13 1.12
-0.11 0.80 -0.99
0.59 -0.77 0.74
0.51 -1.53 1.20
1.24 -0.60 0.38
-0.50 -1.24 0.01
-0.04 0.49 -1.05
-0.31 0.03 -1.20
0.05 -0.70 0.99
0.23 1.35 0.50
0.95 0.54 0.53
-0.62 -0.73 1.11
-1.38 -0.41 -0.16
-0.01 -0.35 1.39
0.87 1.03 0.13
-0.22 -0.43 -0.83
0.20 1.19 -0.26
-0.44 0.15 -0.83
-0.12 -0.23 0.08
0.44 0.00 0.04
-0.18 0.31 0.09
-0.26 -0.39 -0.20
0.22 0.33 0.12
-0.09 0.15 -0.30
-0.05 0.07 -0.06
0.04 0.10 -0.04
0.04 0.03 0.01
0.00 0.11 -0.07
0.11 0.06 0.05
0.11 -0.13 0.03
-0.06 -0.03 0.06
0.03 -0.21 -0.06
-0.12 0.03 -0.01
-0.05 -0.08 0.14
-0.07 -0.11 0.12
-0.07 0.22 -0.14
0.22 -0.30 -0.29
-0.15 -0.05 0.22
0.00 0.41 -0.02
0.01 -0.36 0.07
0.16 0.05 0.34
0.01 0.00 0.11
0.05 -0.07 0.07
-0.01 -0.05 -0.01
0.06 -0.05 0.10
0.02 -0.09 -0.03
0.01 -0.02 -0.15
-0.09 0.03 -0.01
0.09 0.14 -0.14
-0.06 0.07 0.09
-0.18 0.04 -0.21
-0.11 0.09 -0.12

Properties
* total charge: +1
* E_HOMO: -8.72 eV
* E_LUMO: -2.7 eV
* gap between HOMO and LUMO: 6.024 eV
* E_tot: -1569.70744 Eh